Record 1
Molecular formula: C2H3Br2N3
Method: DFT, ωB97M-V/def2-TZVPD

Each line ends with the natural charge from an NBO analysis.
Positions of all 10 atoms, in Å:
1 C -0.407733 1.049609 -0.056862  0.145
2 C 0.566514 0.124991 -0.456258  -0.431
3 N -1.768852 0.824056 -0.001170  -0.859
4 N 1.364770 -2.403892 0.870398  -0.022
5 N 1.905147 -3.380970 0.976113  0.024
6 Br 0.102519 2.942767 0.345349  0.008
7 Br 2.309829 0.609939 -0.558095  0.104
8 H 0.405985 -0.940401 -0.519903  0.237
9 H -2.056725 -0.163313 0.098585  0.392
10 H -2.421456 1.337212 -0.698161  0.401

Forces on atoms 1 to 3 (eV/Å):
1.977 -0.915 -1.603
-3.095 2.446 1.567
-1.994 0.091 -0.799

Computed properties:
- Multiplicity: 1
- E_LUMO: 0.02570 Ha
- Strongest force on any atom: 0.09612 Eh/bohr
- Highest occupied orbital energy: -8.4 eV
- Energy relative to the best compared isomer or geometry (same formula, charge and spin): 18.1 kcal/mol
- Orbital gap: 9.14 eV

Record 2
Molecular formula: C2H3Br2N3
Method: DFT, ωB97M-V/def2-TZVPD

Each line ends with the natural charge from an NBO analysis.
Positions of all 10 atoms, in Å:
1 C 0.386009 -0.302582 -0.458479  0.099
2 C 1.318327 0.150376 0.381224  -0.421
3 N -0.472168 -1.333028 -0.187676  -0.821
4 N -2.169379 2.089218 0.367456  0.003
5 N -1.911034 1.235183 1.007971  -0.004
6 Br 0.076384 0.535356 -2.142493  0.063
7 Br 2.360848 1.681029 0.041386  0.062
8 H 1.509902 -0.322092 1.330072  0.227
9 H -0.830683 -1.853383 -0.971871  0.398
10 H -0.268206 -1.880078 0.632411  0.392

Forces on atoms 1 to 3 (eV/Å):
0.451 0.440 -0.127
-0.048 0.267 -0.412
-0.432 -0.251 -0.116

Computed properties:
- Multiplicity: 1
- E_LUMO: 0.02636 Ha
- Strongest force on any atom: 0.02659 Eh/bohr
- Highest occupied orbital energy: -8.5 eV
- Energy relative to the best compared isomer or geometry (same formula, charge and spin): 0.0 kcal/mol
- Orbital gap: 9.19 eV

Record 3
Molecular formula: C2H3Br2N3
Method: DFT, ωB97M-V/def2-TZVPD

Each line ends with the natural charge from an NBO analysis.
Positions of all 10 atoms, in Å:
1 C 2.026516 0.203386 0.549372  0.004
2 C -1.538778 -0.479420 0.072953  -0.220
3 N 1.168840 1.020518 0.133093  -0.210
4 N 0.255592 0.965682 -0.742663  -0.156
5 N -0.843957 0.210686 -0.821233  -0.259
6 Br 1.928504 -1.680595 0.016871  -0.075
7 Br -3.382086 -0.450919 0.245570  0.093
8 H 2.739390 0.378213 1.254225  0.201
9 H -0.992746 -0.604472 0.984455  0.204
10 H -1.361278 0.436919 -1.692644  0.418

Forces on atoms 1 to 3 (eV/Å):
-2.803 -1.631 -2.014
1.809 0.337 0.469
1.333 -0.176 2.170

Computed properties:
- Multiplicity: 1
- E_LUMO (spin up / spin down): -0.00576 / -0.00198 Ha
- Strongest force on any atom: 0.07424 Eh/bohr
- Highest occupied orbital energy (spin up / spin down): -7.7 / -7.8 eV
- Energy relative to the best compared isomer or geometry (same formula, charge and spin): 113.4 kcal/mol
- Orbital gap (spin up / spin down): 7.58 / 7.75 eV

Record 4
Molecular formula: C2H3Br2NO2
Method: DFT, ωB97M-V/def2-TZVPD

Each line ends with the natural charge from an NBO analysis.
Positions of all 10 atoms, in Å:
1 C -0.382457 1.278756 0.464113  -0.369
2 C 0.612673 0.436866 0.337280  -0.034
3 N 0.811771 -0.318807 -0.881325  0.485
4 O -0.205053 -0.587074 -1.495807  -0.378
5 O 1.966511 -0.472592 -1.221165  -0.326
6 Br -1.594568 -2.170395 0.621682  -0.281
7 Br 1.859444 -0.347869 1.474332  0.162
8 H -1.129386 1.510862 -0.296164  0.254
9 H -0.338818 1.738801 1.446403  0.240
10 H -1.600119 -1.068548 -0.449346  0.247

Forces on atoms 1 to 3 (eV/Å):
0.514 0.414 1.098
0.361 -1.379 -0.100
0.093 1.327 -1.305

Computed properties:
- Multiplicity: 1
- E_LUMO: -0.03626 Ha
- Strongest force on any atom: 0.04371 Eh/bohr
- Highest occupied orbital energy: -10.4 eV
- Energy relative to the best compared isomer or geometry (same formula, charge and spin): 42.2 kcal/mol
- Orbital gap: 9.46 eV

Record 5
Molecular formula: C2H3Br2NO2
Method: DFT, ωB97M-V/def2-TZVPD

Each line ends with the natural charge from an NBO analysis.
Positions of all 10 atoms, in Å:
1 C -0.011649 0.193721 -1.047705  -0.365
2 C -0.984395 0.252178 -0.167775  -0.088
3 N -1.286614 -1.098819 0.453348  0.524
4 O -2.341597 -1.214162 1.009325  -0.361
5 O -0.468453 -1.910009 0.274433  -0.356
6 Br 3.925729 1.131996 0.699400  -0.219
7 Br -2.185727 1.607539 0.319434  0.150
8 H 0.429363 -0.805331 -1.292262  0.260
9 H 0.195301 0.966688 -1.826007  0.236
10 H 2.728041 0.876199 1.577807  0.220

Forces on atoms 1 to 3 (eV/Å):
0.330 0.108 -2.517
-0.277 -0.393 0.195
-1.539 3.044 -0.051

Computed properties:
- Multiplicity: 1
- E_LUMO: -0.01669 Ha
- Strongest force on any atom: 0.07356 Eh/bohr
- Highest occupied orbital energy: -10.5 eV
- Energy relative to the best compared isomer or geometry (same formula, charge and spin): 35.6 kcal/mol
- Orbital gap: 10.06 eV

Record 6
Molecular formula: C2H3Br4P
Method: DFT, ωB97M-V/def2-TZVPD

Each line ends with the natural charge from an NBO analysis.
Positions of all 10 atoms, in Å:
1 C -1.096810 -0.895568 0.773467  -0.402
2 C -1.781039 -1.086438 -0.347130  -0.284
3 P 1.431450 1.434702 -0.546930  0.576
4 Br 1.592763 1.475793 1.645060  -0.189
5 Br -1.957439 0.490684 -1.298865  0.045
6 Br 3.192181 2.746329 -1.009267  -0.195
7 Br 2.268932 -0.592682 -1.055237  -0.199
8 H -0.761476 -1.646316 1.478777  0.208
9 H -0.569513 -0.019543 1.119548  0.207
10 H -2.319049 -1.906960 -0.759423  0.233

Forces on atoms 1 to 3 (eV/Å):
0.885 -1.552 0.684
0.761 1.281 1.552
0.446 -0.001 -0.519

Computed properties:
- Multiplicity: 1
- E_LUMO: -0.01050 Ha
- Strongest force on any atom: 0.04184 Eh/bohr
- Highest occupied orbital energy: -9.5 eV
- Energy relative to the best compared isomer or geometry (same formula, charge and spin): 14.0 kcal/mol
- Orbital gap: 9.19 eV

Record 7
Molecular formula: C2H3BrCl2Si
Method: DFT, ωB97M-V/def2-TZVPD

Each line ends with the natural charge from an NBO analysis.
Positions of all 9 atoms, in Å:
1 C 1.256476 0.354525 0.294389  -0.309
2 C 0.051162 0.170994 -0.477489  -0.941
3 Si -1.655415 0.021610 0.009116  1.395
4 Cl -2.722610 0.225006 1.663242  -0.288
5 Cl -2.768163 -0.906556 -1.390667  -0.326
6 Br 2.503189 -1.475952 0.220781  -0.221
7 H 1.978324 1.035357 -0.136765  0.215
8 H 1.126278 0.514683 1.358959  0.214
9 H 0.230755 0.060335 -1.541568  0.260

Forces on atoms 1 to 3 (eV/Å):
0.540 -0.593 0.268
-1.731 -0.282 0.821
2.708 -0.496 -1.673

Computed properties:
- Multiplicity: 1
- E_LUMO: -0.03078 Ha
- Strongest force on any atom: 0.06264 Eh/bohr
- Highest occupied orbital energy: -8.5 eV
- Energy relative to the best compared isomer or geometry (same formula, charge and spin): 62.5 kcal/mol
- Orbital gap: 7.65 eV

Record 8
Molecular formula: C2H3BrClI
Method: DFT, ωB97M-V/def2-TZVPD

Each line ends with the natural charge from an NBO analysis.
Positions of all 8 atoms, in Å:
1 C 1.210094 0.332551 -0.495238  -0.358
2 C -1.041346 -0.182283 0.609218  -0.581
3 Cl 1.737163 -1.266397 -0.689686  0.032
4 Br -1.427458 -1.962760 0.292833  0.143
5 I -2.259172 1.327180 -0.200945  0.171
6 H 1.709772 0.914093 0.250378  0.199
7 H 0.816796 0.787223 -1.387160  0.202
8 H -0.745848 0.050390 1.620599  0.192

Forces on atoms 1 to 3 (eV/Å):
-1.828 -0.857 0.556
1.340 1.231 -0.796
0.406 -0.135 -0.129

Computed properties:
- Multiplicity: 1
- E_LUMO (spin up / spin down): -0.00762 / -0.01886 Ha
- Strongest force on any atom: 0.04073 Eh/bohr
- Highest occupied orbital energy (spin up / spin down): -8.3 / -8.4 eV
- Energy relative to the best compared isomer or geometry (same formula, charge and spin): 59.3 kcal/mol
- Orbital gap (spin up / spin down): 8.10 / 7.89 eV

Record 9
Molecular formula: C2H3BrClN
Method: DFT, ωB97M-V/def2-TZVPD

Each line ends with the natural charge from an NBO analysis.
Positions of all 8 atoms, in Å:
1 C 0.846295 -0.188481 -0.018846  0.132
2 C -0.639000 0.738180 -0.072788  -0.343
3 N 1.081695 -1.457673 -0.048307  -0.587
4 Cl -0.554496 1.993386 1.196143  0.006
5 Br -2.096049 -0.479273 0.249966  0.051
6 H -0.663307 1.049710 -1.055674  0.215
7 H 1.745295 0.393980 0.001240  0.177
8 H 0.279566 -2.049829 -0.251732  0.349

Forces on atoms 1 to 3 (eV/Å):
-1.549 -1.639 -0.029
2.980 -3.221 2.644
-0.765 2.660 -0.555

Computed properties:
- Multiplicity: 1
- E_LUMO: 0.01685 Ha
- Strongest force on any atom: 0.09961 Eh/bohr
- Highest occupied orbital energy: -10.2 eV
- Energy relative to the best compared isomer or geometry (same formula, charge and spin): 6.1 kcal/mol
- Orbital gap: 10.61 eV

Record 10
Molecular formula: C2H3BrClNO
Method: DFT, ωB97M-V/def2-TZVPD

Each line ends with the natural charge from an NBO analysis.
Positions of all 9 atoms, in Å:
1 C -0.659072 -1.374034 0.565906  0.836
2 C -0.133555 -0.112519 0.133541  -0.777
3 N -1.319034 -2.298815 -1.187888  -0.700
4 O -0.960147 -1.917767 1.513531  -0.411
5 Cl -2.388248 -3.466503 -0.604351  0.124
6 Br 0.358139 -2.991329 -1.758671  0.109
7 H 0.286891 0.365174 0.900255  0.247
8 H -0.874621 0.592474 -0.111992  0.283
9 H 0.482733 -0.209248 -0.888125  0.289

Forces on atoms 1 to 3 (eV/Å):
-1.604 -0.654 -3.675
0.965 -1.207 -5.208
1.014 2.147 1.943

Computed properties:
- Multiplicity: 1
- E_LUMO: 0.00640 Ha
- Strongest force on any atom: 0.10565 Eh/bohr
- Highest occupied orbital energy: -8.5 eV
- Energy relative to the best compared isomer or geometry (same formula, charge and spin): 89.0 kcal/mol
- Orbital gap: 8.72 eV

Look up the multiplicity of the first one. 1